# 1
The following is a DFT calculation (wB97M-V/def2-TZVPD) of 2 unconnected molecules or ions with the total composition C2H4NP at a distorted geometry.

Atoms and positions in Å:
C  -0.3008  -0.8533  0.1798
C  1.0101  -0.3460  -0.1657
N  -1.3586  -1.2609  0.4514
P  -1.7986  1.3519  -0.5132
H  -1.5275  1.6624  0.7383
H  0.9838  0.6696  0.2084
H  1.2858  -0.3222  -1.2416
H  1.7057  -0.9014  0.3425

* largest force on an atom: 0.05506 hartree/bohr
* E_HOMO (spin up / spin down): -8.2 / -8.2 eV
* ΔE to the lowest compared entry with this formula, charge and spin: 2.5735 eV
* total charge: 0
* 2S+1: 1

# 2
The following is a DFT calculation (wB97M-V/def2-TZVPD) of 2 unconnected molecules or ions with the total composition C7H14NO2 at a distorted geometry.

Atoms and positions in Å:
C  -1.5609  2.6178  1.7799
C  -0.6372  2.4194  1.0050
C  -2.3775  -0.6630  1.4297
C  2.1927  -1.2731  -0.1685
C  2.0411  0.6852  -1.9985
C  -1.8002  -1.2334  0.2063
C  0.0933  -0.1963  -0.6705
N  1.5098  0.0329  -0.7952
O  0.2137  1.8887  0.3553
O  -0.3907  -0.9539  0.2348
H  -2.3260  3.2959  2.2356
H  -1.9256  0.3069  1.6893
H  -3.4172  -0.7667  1.4982
H  -2.0578  -1.3490  2.2627
H  1.9037  -2.2123  -0.8290
H  3.3063  -1.2137  -0.0929
H  1.7694  -1.4801  0.7971
H  2.2035  0.0013  -2.8988
H  1.2205  1.3641  -2.2751
H  2.9091  1.4247  -1.8924
H  -2.2312  -1.1586  -0.7855
H  -1.7330  -2.3068  0.3455
H  -0.5304  0.0564  -1.5021
H  1.6246  0.7136  0.0689

* largest force on an atom: 0.11003 hartree/bohr
* E_HOMO (spin up / spin down): -12.5 / -11.2 eV
* ΔE to the lowest compared entry with this formula, charge and spin: 7.1012 eV
* total charge: +1
* 2S+1: 1

# 3
The following is a DFT calculation (wB97M-V/def2-TZVPD) of a molecular structure, C2H6N2S3 at a distorted geometry.

Atoms and positions in Å:
C  -1.4123  -0.8629  -0.3415
C  2.0450  0.9841  0.7141
N  -0.8547  -1.9845  -0.7174
N  -0.6132  0.1737  -0.0067
S  -3.1196  -0.7283  -0.1598
S  -1.1287  1.5602  0.6116
S  1.4856  0.1018  -0.8140
H  1.0086  1.2512  1.1531
H  2.6098  1.7933  0.4365
H  2.4817  0.1627  1.3873
H  0.1602  -1.8408  -0.8134
H  -1.3855  -2.8110  -0.9464
H  -1.2770  2.2007  -0.5034

* largest force on an atom: 0.10227 hartree/bohr
* E_HOMO: -7.9 eV
* ΔE to the lowest compared entry with this formula, charge and spin: 2.0021 eV
* total charge: 0
* 2S+1: 1

# 4
The following is a DFT calculation (wB97M-V/def2-TZVPD) of a single C3H7N3O molecule.

Atoms and positions in Å:
H  -3.8552  -1.0725  -0.3478
N  -3.2269  -0.4364  0.1437
C  -2.1650  -0.2416  -0.5288
N  -1.1362  0.5591  -0.0300
C  0.1734  0.4584  -0.5474
O  0.3990  0.4713  -1.7411
N  1.1409  0.3316  0.4268
C  2.5012  -0.0299  0.0353
H  -1.9086  -0.6489  -1.5104
H  -1.2569  0.8869  0.9203
H  0.8013  0.0693  1.3413
H  2.5514  0.1292  -1.0430
H  2.7572  -1.0784  0.2483
H  3.2714  0.5772  0.5250

* largest force on an atom: 0.01047 hartree/bohr
* E_HOMO: -9.7 eV
* ΔE to the lowest compared entry with this formula, charge and spin: 0.3350 eV
* total charge: 0
* 2S+1: 1

# 5
The following is a DFT calculation (wB97M-V/def2-TZVPD) of a molecular structure, C22H9BCl56N2O2 at a distorted geometry.

Atoms and positions in Å:
C  6.4486  2.1186  1.4169
C  5.3292  1.8695  0.9786
C  3.9716  1.7418  0.1809
C  2.7689  2.4481  1.0219
C  3.4477  3.0248  2.3566
N  3.8902  3.3400  3.3910
C  1.7418  1.3142  1.4766
C  1.0266  0.6920  0.2129
N  0.2497  0.2553  -0.5292
C  2.0971  3.6410  0.1980
B  1.5202  4.8536  1.1321
O  2.3140  5.9996  1.4325
O  0.1668  4.7302  1.6290
H  7.4944  2.5110  1.5367
H  4.0889  2.2700  -0.8206
H  3.7529  0.6597  -0.0543
H  2.3561  0.4661  1.9249
H  0.9949  1.7236  2.2311
H  1.2299  3.3158  -0.4591
H  2.8575  4.1161  -0.5121
H  3.1210  5.7192  1.9098
H  0.2411  4.4304  2.5639
C  -2.4214  -2.7945  -0.6942
Cl  -3.6813  -4.0341  -0.8455
Cl  -1.7860  -2.3978  -2.3003
Cl  -3.1090  -1.3365  0.0461
Cl  -1.1053  -3.4113  0.3269
C  -3.0626  3.1576  3.5637
Cl  -3.4188  4.4955  2.4569
Cl  -1.3435  3.1965  4.0067
Cl  -4.0528  3.3196  5.0265
Cl  -3.4245  1.6158  2.7665
C  1.5654  -3.9187  -4.1182
Cl  3.2849  -4.3603  -4.0846
Cl  0.9849  -3.6682  -2.4619
Cl  1.3573  -2.4215  -5.0485
Cl  0.6341  -5.2230  -4.8784
C  -4.1459  -8.0929  -0.1546
Cl  -2.4765  -7.6239  -0.5289
Cl  -4.3594  -8.1659  1.6061
Cl  -5.2643  -6.8977  -0.8369
Cl  -4.4864  -9.6851  -0.8582
C  0.7517  4.2144  7.1575
Cl  1.4779  4.0813  5.5431
Cl  -0.7162  5.2058  7.0648
Cl  0.3358  2.5958  7.7535
Cl  1.9102  4.9734  8.2655
C  -8.4377  -6.8278  -3.5395
Cl  -7.5612  -5.7449  -4.6385
Cl  -8.9691  -5.9179  -2.1120
Cl  -9.8543  -7.4995  -4.3736
Cl  -7.3675  -8.1478  -3.0330
C  8.6843  0.2732  -1.2821
Cl  9.5846  1.3380  -2.3818
Cl  8.2020  1.1870  0.1666
Cl  7.2325  -0.3324  -2.1032
Cl  9.7117  -1.0958  -0.8084
C  3.9044  9.4848  0.0866
Cl  4.8028  10.5527  -1.0088
Cl  3.3881  10.4037  1.5146
Cl  2.4805  8.8360  -0.7564
Cl  4.9537  8.1478  0.5995
C  -3.4861  8.0879  8.6949
Cl  -1.8256  7.7837  9.2389
Cl  -3.6433  9.7817  8.1916
Cl  -3.8619  7.0256  7.3227
Cl  -4.6142  7.7585  10.0239
C  -1.2052  10.6096  0.0391
Cl  -1.5454  11.9525  -1.0704
Cl  0.5047  10.6466  0.5072
Cl  -2.2204  10.7666  1.4864
Cl  -1.5623  9.0697  -0.7692
C  -6.7693  -12.8393  0.6909
Cl  -7.1235  -12.8284  -1.0483
Cl  -5.3722  -13.8875  1.0034
Cl  -6.4020  -11.1898  1.2278
Cl  -8.1787  -13.4521  1.5778
C  14.0719  -0.7847  -1.1791
Cl  15.0088  -0.4868  -2.6567
Cl  12.4447  -0.1019  -1.3608
Cl  13.9502  -2.5330  -0.8988
Cl  14.8847  -0.0199  0.2006
C  2.2739  -3.7566  -8.7997
Cl  3.0507  -3.8457  -10.3927
Cl  0.7803  -2.8064  -8.9221
Cl  1.8888  -5.3944  -8.2387
Cl  3.3761  -2.9795  -7.6470
C  -13.9479  -9.0599  -5.1088
Cl  -14.5201  -9.5231  -6.7231
Cl  -12.2661  -8.5004  -5.2145
Cl  -14.9657  -7.7538  -4.4725
Cl  -14.0370  -10.4612  -4.0248

* largest force on an atom: 0.05970 hartree/bohr
* E_HOMO: -10.0 eV
* total charge: 0
* 2S+1: 1

# 6
The following is a DFT calculation (wB97M-V/def2-TZVPD) of a gas-phase ion, C10H10N3O (charge +1) at a distorted geometry.

Atoms and positions in Å:
C  -0.2049  -1.1174  -0.0406
C  -1.5333  -0.8877  0.2177
C  -1.2211  1.3548  -1.0388
C  -0.1578  1.5861  -0.1170
C  3.3058  1.1665  0.4043
C  1.0022  -0.4059  -0.1074
C  -2.6575  0.0730  -0.0173
C  2.3109  -1.0218  -0.3406
C  3.4957  -0.2787  0.3111
C  -3.9820  -0.3592  0.5043
N  2.1574  1.7219  0.2042
N  1.0994  0.9490  -0.0233
N  -2.5514  1.0699  -0.8098
O  2.4808  -2.0679  -0.8853
H  -0.0869  -2.2500  -0.1951
H  -2.0308  -1.8513  0.4902
H  -0.7946  0.9675  -2.0318
H  -0.1838  2.3967  0.7173
H  4.0972  1.7851  0.6560
H  4.1495  -0.4064  -0.5462
H  3.9328  -0.8942  1.0504
H  -4.2578  -1.1846  -0.2401
H  -4.5528  0.5470  0.3751
H  -3.8170  -0.8923  1.4627

* largest force on an atom: 0.09858 hartree/bohr
* E_HOMO (spin up / spin down): -11.7 / -13.7 eV
* ⟨S²⟩: 2.050
* total charge: +1
* 2S+1: 3